one.
{
  "formula": "C2H9NS",
  "method": "wB97M-V/def2-TZVPD",
  "smiles": "CSC.N",
  "orbital_gap_ev": 9.340,
  "homo_energy_ha": -0.3103,
  "charge": 0,
  "species": ["N", "H", "H", "H", "C", "S", "C", "H", "H", "H", "H", "H", "H"],
  "coordinates": [[0.83752, 1.61574, 2.20217], [0.57018, 0.78638, 1.67192], [1.84675, 1.71667, 2.15226], [0.70903, 1.36879, 3.18197], [-1.93984, -0.03442, -0.52052], [-0.22382, -0.71167, -0.26195], [1.04392, -1.14378, -1.54512], [-2.60564, -0.77839, -0.06092], [-1.91567, 0.89814, 0.04943], [-2.09536, 0.03418, -1.58998], [1.06467, -2.22689, -1.49884], [1.99702, -0.70793, -1.25344], [0.71124, -0.81683, -2.52699]]
}


two.
{
  "formula": "C2H9NS",
  "method": "wB97M-V/def2-TZVPD",
  "smiles": "CSC.N",
  "orbital_gap_ev": 9.435,
  "homo_energy_ha": -0.3149,
  "charge": 0,
  "species": ["N", "H", "H", "H", "C", "S", "C", "H", "H", "H", "H", "H", "H"],
  "coordinates": [[-3.22767, 2.29362, 1.60859], [-3.95274, 1.89907, 2.19694], [-2.68578, 2.87296, 2.26330], [-2.58337, 1.47499, 1.53995], [1.48777, 0.32788, -0.30188], [0.22387, -1.02820, -0.49333], [1.25104, -2.23567, -1.37865], [2.36362, -0.18825, 0.10867], [0.92042, 0.97904, 0.38688], [1.83938, 0.91284, -1.18910], [0.59375, -2.62513, -2.17008], [2.05521, -1.68151, -1.87088], [1.71451, -3.00163, -0.70042]]
}


Which of them is least stable? Easy: one.


one.
{
  "formula": "CH4N3O3",
  "method": "wB97M-V/def2-TZVPD",
  "orbital_gap_ev": [8.752, 8.757],
  "homo_energy_ha": [-0.5844, -0.5844],
  "charge": 1,
  "species": ["C", "N", "N", "N", "O", "O", "O", "H", "H", "H", "H"],
  "coordinates": [[-0.30477, 0.55682, 0.28254], [0.02137, 1.52606, -0.49999], [-1.61556, -0.05301, 0.08975], [1.49002, -0.54647, 0.33488], [-2.47990, 0.06738, 0.88152], [-1.46454, -0.86543, -0.83936], [1.13372, -1.79972, 0.49125], [-0.54340, 1.86623, -1.28898], [1.01415, 1.78607, -0.44812], [1.66405, -0.30705, 1.35420], [1.08486, -2.23087, -0.35768]]
}


two.
{
  "formula": "CH4N3O3",
  "method": "wB97M-V/def2-TZVPD",
  "orbital_gap_ev": [8.861, 8.859],
  "homo_energy_ha": [-0.5579, -0.5577],
  "charge": 1,
  "species": ["C", "N", "N", "N", "O", "O", "O", "H", "H", "H", "H"],
  "coordinates": [[-0.05652, 0.61133, 0.17457], [-0.01528, 1.66848, -0.51542], [-1.34304, -0.18623, 0.01360], [1.43214, -0.66850, 0.42147], [-2.12851, -0.07996, 0.89780], [-1.09972, -1.11516, -0.72191], [0.90710, -1.85323, 0.47877], [-0.90973, 2.07882, -0.71201], [0.76557, 2.17024, -0.89384], [1.93461, -0.43639, 1.25915], [0.51337, -2.18939, -0.40218]]
}


Which of them is least stable? Easy: two.


one.
{
  "formula": "C3H6",
  "method": "wB97M-V/def2-TZVPD",
  "smiles": "C=CC",
  "orbital_gap_ev": 10.672,
  "homo_energy_ha": -0.3431,
  "charge": 0,
  "species": ["C", "C", "C", "H", "H", "H", "H", "H", "H"],
  "coordinates": [[1.38610, -0.21942, 0.26276], [0.25478, 0.36223, -0.28151], [-1.10815, -0.04516, -0.01769], [2.32807, 0.14055, -0.03028], [1.42357, -0.99983, 1.06320], [0.38284, 1.07547, -1.23224], [-1.58736, -0.37608, -0.87821], [-1.81313, 0.73361, 0.26563], [-1.26672, -0.67138, 0.84834]]
}


two.
{
  "formula": "C3H6",
  "method": "wB97M-V/def2-TZVPD",
  "smiles": "C=CC",
  "orbital_gap_ev": 11.212,
  "homo_energy_ha": -0.3631,
  "charge": 0,
  "species": ["C", "C", "C", "H", "H", "H", "H", "H", "H"],
  "coordinates": [[1.04969, -0.24796, -1.07097], [-0.12549, -0.54182, -0.52296], [-0.66356, 0.46954, 0.84442], [1.53516, -0.89873, -1.73029], [1.63435, 0.51111, -0.43608], [-0.83018, -1.20762, -1.00417], [-0.67514, 1.50232, 0.46361], [-0.01417, 0.23661, 1.50718], [-1.67878, 0.07586, 1.03958]]
}


Which of them is least stable? Easy: two.


one.
{
  "formula": "C3H6",
  "method": "wB97M-V/def2-TZVPD",
  "smiles": "C=CC",
  "orbital_gap_ev": 10.892,
  "homo_energy_ha": -0.3531,
  "charge": 0,
  "species": ["C", "C", "C", "H", "H", "H", "H", "H", "H"],
  "coordinates": [[-0.04015, 0.40849, -1.30666], [-0.51082, 0.24579, -0.06154], [0.28695, -0.22654, 1.06278], [-0.54824, 0.33456, -2.38152], [0.95424, 0.01358, -1.54509], [-1.53753, 0.35993, 0.25568], [-0.19688, -1.13757, 1.42587], [0.33553, 0.49733, 1.84747], [1.25691, -0.49556, 0.70301]]
}


two.
{
  "formula": "C3H6",
  "method": "wB97M-V/def2-TZVPD",
  "orbital_gap_ev": 10.574,
  "homo_energy_ha": -0.4038,
  "charge": 0,
  "species": ["C", "C", "C", "H", "H", "H", "H", "H", "H"],
  "coordinates": [[-2.43991, 0.35466, -0.09320], [-2.06907, -0.87162, -0.02381], [1.46634, -0.30395, -0.02368], [-3.37857, 0.75531, 0.25598], [-1.78068, 1.09151, -0.53342], [1.19453, -0.71429, 0.93724], [1.53518, 0.77476, 0.05036], [0.71484, -0.57231, -0.75238], [2.42799, -0.69802, -0.32876]]
}


three.
{
  "formula": "C3H6",
  "method": "wB97M-V/def2-TZVPD",
  "orbital_gap_ev": [9.205, 9.058],
  "homo_energy_ha": [-0.3212, -0.3194],
  "charge": 0,
  "species": ["C", "C", "C", "H", "H", "H", "H", "H", "H"],
  "coordinates": [[0.24708, -1.13423, 1.52978], [0.81695, -0.13974, 0.93562], [-0.60408, 0.96573, -1.44395], [0.59123, -1.53003, 2.48893], [-0.60225, -1.65874, 1.11812], [1.61568, 0.54044, 1.11424], [0.22890, 0.75840, -2.08080], [-0.69574, 1.92674, -0.98702], [-1.40465, 0.26308, -1.38271]]
}


four.
{
  "formula": "C3H6",
  "method": "wB97M-V/def2-TZVPD",
  "smiles": "C1CC1",
  "orbital_gap_ev": 11.638,
  "homo_energy_ha": -0.3761,
  "charge": 0,
  "species": ["C", "C", "C", "H", "H", "H", "H", "H", "H"],
  "coordinates": [[0.80250, -0.40832, -0.02061], [-0.07962, 0.85423, 0.01171], [-0.73962, -0.44899, -0.03451], [1.03401, -0.81533, 0.99953], [1.52227, -0.60417, -0.78354], [0.13767, 1.36509, -0.91259], [-0.00509, 1.52872, 0.86362], [-1.29238, -0.75115, 0.81421], [-1.37974, -0.72009, -0.93782]]
}


Which of them is least stable? Easy: three.


one.
{
  "formula": "CH3N5",
  "method": "wB97M-V/def2-TZVPD",
  "orbital_gap_ev": 10.669,
  "homo_energy_ha": -0.3686,
  "charge": 0,
  "species": ["N", "C", "N", "N", "N", "N", "H", "H", "H"],
  "coordinates": [[-1.86787, -0.07398, 0.33504], [-0.75502, -0.80382, 0.48811], [0.21995, -1.41443, 0.66728], [2.47637, 0.19402, -0.44402], [1.46023, 0.87331, -0.52647], [0.56350, 1.55170, -0.67420], [-2.68619, -0.59653, 0.05614], [-1.73109, 0.79245, -0.17380], [2.32012, -0.52272, 0.27192]]
}


two.
{
  "formula": "CH3N5",
  "method": "wB97M-V/def2-TZVPD",
  "smiles": "Nn1cnnn1",
  "orbital_gap_ev": 10.900,
  "homo_energy_ha": -0.3827,
  "charge": 0,
  "species": ["C", "H", "H", "H", "N", "N", "N", "N", "N"],
  "coordinates": [[0.27974, -0.33571, -1.08652], [0.95665, 1.05254, 1.38387], [-0.40447, 1.84942, 0.91674], [0.48102, 0.44652, -1.80510], [0.41224, 1.29592, 0.63609], [-0.25483, 0.17225, 0.10547], [0.03249, -1.65157, -1.03053], [-0.66594, -1.90944, 0.08686], [-0.83691, -0.91993, 0.79311]]
}


three.
{
  "formula": "CH3N5",
  "method": "wB97M-V/def2-TZVPD",
  "smiles": "Nc1nnn[nH]1",
  "orbital_gap_ev": 10.531,
  "homo_energy_ha": -0.3674,
  "charge": 0,
  "species": ["C", "H", "H", "H", "N", "N", "N", "N", "N"],
  "coordinates": [[-0.62448, 0.01330, 0.09971], [-2.34781, 0.52891, 0.58049], [-2.48734, -0.76839, -0.10823], [0.21323, 1.83655, 0.07977], [-1.94080, 0.09624, -0.19350], [0.05072, -1.11984, 0.13035], [1.35772, -0.73776, -0.10181], [1.46085, 0.58167, -0.03092], [0.26705, 0.94013, 0.03155]]
}


Which of them is least stable? Easy: two.


one.
{
  "formula": "C6H10O",
  "method": "wB97M-V/def2-TZVPD",
  "smiles": "C#CCC(=O)CC.[H][H]",
  "orbital_gap_ev": 10.563,
  "homo_energy_ha": -0.3544,
  "charge": 0,
  "species": ["C", "C", "C", "C", "O", "C", "C", "H", "H", "H", "H", "H", "H", "H", "H", "H", "H"],
  "coordinates": [[-0.74058, -0.91674, -1.92840], [-0.94196, 0.05402, -0.77991], [-0.16316, -0.35249, 0.44569], [0.54621, 0.75758, 1.19764], [-0.08693, -1.50032, 0.81824], [1.80289, 0.94097, 0.47110], [2.82749, 1.02910, -0.15380], [-1.46566, -0.75542, -2.72609], [-0.84787, -1.94110, -1.57983], [0.26095, -0.81285, -2.35030], [-1.98852, 0.06647, -0.45450], [-0.69312, 1.07391, -1.07308], [0.73738, 0.47637, 2.23497], [-0.03607, 1.68242, 1.19770], [-1.62833, -0.16456, 2.84237], [-1.33931, -0.76448, 2.51228], [3.75659, 1.12711, -0.67408]]
}


two.
{
  "formula": "C6H10O",
  "method": "wB97M-V/def2-TZVPD",
  "orbital_gap_ev": 9.366,
  "homo_energy_ha": -0.3122,
  "charge": 0,
  "species": ["C", "C", "C", "C", "O", "C", "C", "H", "H", "H", "H", "H", "H", "H", "H", "H", "H"],
  "coordinates": [[0.47667, 1.55529, -0.31063], [-0.63359, 0.59896, 0.09604], [-1.33077, -0.24076, -1.01158], [-0.98008, -1.52228, -0.24657], [0.32445, -2.01438, -0.66385], [1.02215, -1.36378, 0.26722], [-0.24927, -0.72324, 0.84018], [0.96810, 1.98306, 0.56982], [0.07025, 2.37946, -0.90821], [1.24502, 1.04895, -0.90491], [-1.38374, 1.13358, 0.68830], [-2.40359, -0.05482, -1.10569], [-0.87046, -0.19712, -2.00354], [-1.70067, -2.33093, -0.11689], [3.27015, 0.52183, 1.54325], [2.90144, -0.04023, 1.21448], [-0.41034, -0.78146, 1.91733]]
}


three.
{
  "formula": "C6H10O",
  "method": "wB97M-V/def2-TZVPD",
  "smiles": "C[C@H]1OC[C@H]2C[C@H]21",
  "orbital_gap_ev": 10.718,
  "homo_energy_ha": -0.3516,
  "charge": 0,
  "species": ["C", "C", "O", "C", "C", "C", "C", "H", "H", "H", "H", "H", "H", "H", "H", "H", "H"],
  "coordinates": [[1.18948, 1.46164, -0.87862], [-0.18419, 0.87002, -0.55210], [-0.39009, -0.29028, -1.36534], [-1.06533, -1.30960, -0.63841], [-0.81848, -1.01789, 0.82523], [0.60781, -0.74986, 1.21836], [-0.31119, 0.38761, 0.88296], [1.91039, 0.65331, -1.03855], [1.54306, 2.08602, -0.04488], [1.15142, 2.06293, -1.79179], [-0.97396, 1.61305, -0.75738], [-2.14592, -1.32956, -0.85390], [-0.65099, -2.27282, -0.95515], [-1.51405, -1.40357, 1.56511], [1.38996, -0.94825, 0.48946], [0.89565, -0.90664, 2.25460], [-0.63358, 1.09390, 1.64038]]
}


four.
{
  "formula": "C6H10O",
  "method": "wB97M-V/def2-TZVPD",
  "smiles": "C[C@H]1C[C@@]2(O)C[C@@H]12",
  "orbital_gap_ev": 10.490,
  "homo_energy_ha": -0.3506,
  "charge": 0,
  "species": ["C", "C", "C", "C", "O", "C", "C", "H", "H", "H", "H", "H", "H", "H", "H", "H", "H"],
  "coordinates": [[0.10828, -0.12509, -2.11001], [-0.41592, 0.47973, -0.81207], [-1.22295, -0.33110, 0.27129], [-0.16760, 0.07740, 1.30339], [-0.40805, 0.48845, 2.60485], [1.16167, -0.46039, 0.86443], [0.61908, 0.81254, 0.26075], [-0.68416, -0.28705, -2.84926], [0.62749, -1.07706, -1.95250], [0.83144, 0.57131, -2.55488], [-0.98813, 1.38196, -1.05760], [-1.29703, -1.42000, 0.20541], [-2.22079, 0.09299, 0.42142], [-0.28473, -0.27433, 3.18435], [1.98061, -0.30965, 1.56172], [1.22817, -1.37856, 0.27677], [1.13262, 1.75883, 0.38193]]
}


Which of them is least stable? Easy: two.


one.
{
  "formula": "C6H10O",
  "method": "wB97M-V/def2-TZVPD",
  "smiles": "C=CC#CCC.O",
  "orbital_gap_ev": 9.945,
  "homo_energy_ha": -0.3409,
  "charge": 0,
  "species": ["C", "C", "C", "C", "C", "C", "H", "H", "H", "H", "H", "H", "H", "H", "H", "H", "O"],
  "coordinates": [[2.39861, -1.14938, -0.51427], [1.60500, -0.48488, 0.58790], [0.14891, -0.05488, 0.15412], [-1.04518, 0.11207, 0.06364], [-2.43580, 0.14625, -0.34089], [-3.36364, -0.68272, 0.16944], [1.98253, -2.17246, -0.74437], [3.43347, -1.26582, -0.11782], [2.40515, -0.62635, -1.44546], [2.11093, 0.43755, 0.92822], [1.60145, -1.08875, 1.49870], [-2.75171, 1.00751, -1.00811], [-4.39532, -0.78726, -0.19207], [-3.01653, -1.47206, 0.80474], [-0.34288, 2.57374, -0.03531], [1.16296, 2.46688, 0.21572], [0.50206, 3.04057, -0.02417]]
}


two.
{
  "formula": "C6H10O",
  "method": "wB97M-V/def2-TZVPD",
  "smiles": "O[C@@H]1C=CCCC1",
  "orbital_gap_ev": 10.400,
  "homo_energy_ha": -0.3448,
  "charge": 0,
  "species": ["O", "C", "C", "C", "C", "C", "C", "H", "H", "H", "H", "H", "H", "H", "H", "H", "H"],
  "coordinates": [[-0.84438, 1.72573, 0.04160], [-0.70463, 0.71833, -0.96965], [0.79677, 0.51973, -1.03611], [1.10608, 0.48030, 0.61733], [0.57609, -0.89548, 1.06214], [-0.74209, -1.28934, 0.42444], [-1.31775, -0.59884, -0.56231], [-1.34748, 1.37354, 0.77540], [-1.19858, 1.18364, -1.82103], [1.27591, 1.26865, -1.70189], [1.06720, -0.46508, -1.48301], [0.74157, 1.21590, 1.38026], [2.17570, 0.58361, 0.68572], [1.32467, -1.62224, 0.73578], [0.48785, -1.01324, 2.15351], [-1.19357, -2.21804, 0.77329], [-2.20337, -0.96717, -1.07546]]
}


three.
{
  "formula": "C6H10O",
  "method": "wB97M-V/def2-TZVPD",
  "smiles": "C=CC/C=C\\C=O.[H][H]",
  "orbital_gap_ev": 9.782,
  "homo_energy_ha": -0.3552,
  "charge": 0,
  "species": ["C", "C", "C", "C", "C", "C", "O", "H", "H", "H", "H", "H", "H", "H", "H", "H", "H"],
  "coordinates": [[-1.96323, 0.17402, 0.83136], [-1.42661, 1.00676, -0.05560], [-0.00089, 1.50293, 0.02615], [0.82638, 0.71955, -0.95707], [1.58134, -0.35734, -0.70036], [1.79228, -0.97277, 0.62685], [1.31833, -0.59863, 1.68180], [-1.39372, -0.17152, 1.69144], [-0.92344, -2.03420, -0.30645], [-2.97812, -0.19643, 0.71400], [-2.00575, 1.31972, -0.92476], [0.04075, 2.56697, -0.23635], [0.38166, 1.36642, 1.03798], [0.74869, 1.03468, -1.99831], [2.08179, -0.86059, -1.52599], [-0.53029, -2.63257, -0.51468], [2.45081, -1.86699, 0.60999]]
}


Which of them is least stable? Easy: one.


one.
{
  "formula": "C6H10O",
  "method": "wB97M-V/def2-TZVPD",
  "orbital_gap_ev": [8.236, 8.588],
  "homo_energy_ha": [-0.2845, -0.2911],
  "charge": 0,
  "species": ["C", "C", "C", "C", "C", "C", "O", "H", "H", "H", "H", "H", "H", "H", "H", "H", "H"],
  "coordinates": [[2.46649, -1.14006, 0.06677], [1.77153, -1.79836, 0.98004], [0.96315, -1.00974, 0.00038], [0.46381, 0.34106, 0.47760], [-2.84353, 1.44093, 0.06315], [-2.61546, -0.67200, -0.95508], [-2.54190, 0.16930, 0.12391], [3.28243, -0.62444, -0.22326], [1.94190, -2.39912, 1.87576], [-0.57344, 0.45111, 0.01942], [1.09710, 1.13501, -0.00954], [0.42641, 0.34902, 1.51184], [0.27093, -1.40960, -0.85896], [-2.70012, 1.89352, 1.08928], [-3.53952, 1.75995, -0.70667], [-2.41558, -1.71834, -0.77675], [-2.95982, -0.17826, -1.78064]]
}


two.
{
  "formula": "C6H10O",
  "method": "wB97M-V/def2-TZVPD",
  "smiles": "C#C[C@@H](C)C(=C)O.[H][H]",
  "orbital_gap_ev": 9.817,
  "homo_energy_ha": -0.3301,
  "charge": 0,
  "species": ["C", "C", "C", "C", "O", "C", "C", "H", "H", "H", "H", "H", "H", "H", "H", "H", "H"],
  "coordinates": [[-0.55780, -1.50227, -0.95871], [0.11604, -0.15847, -0.61717], [-0.07083, 0.36141, 0.79947], [-0.12456, 1.65466, 1.10549], [-0.00876, -0.65254, 1.70451], [1.57368, -0.29149, -0.74019], [2.76968, -0.40435, -0.75471], [-1.62596, -1.39493, -1.17467], [-0.43108, -2.21744, -0.14234], [-0.07143, -1.91652, -1.84780], [-2.79271, 0.99617, -0.38207], [-0.23455, 0.60839, -1.32044], [-0.13231, 2.00880, 2.13308], [-0.13010, 2.40540, 0.32185], [-2.33272, 1.29592, 0.12036], [0.22493, -0.28041, 2.56413], [3.82848, -0.51230, -0.81079]]
}


three.
{
  "formula": "C6H10O",
  "method": "wB97M-V/def2-TZVPD",
  "smiles": "O[C@@H]1C=CCCC1",
  "orbital_gap_ev": 10.595,
  "homo_energy_ha": -0.3528,
  "charge": 0,
  "species": ["O", "C", "C", "C", "C", "C", "C", "H", "H", "H", "H", "H", "H", "H", "H", "H", "H"],
  "coordinates": [[1.74386, -0.83542, 1.19512], [1.31599, -0.50484, -0.12866], [0.02575, -1.24063, -0.49397], [-1.13768, -0.66926, 0.31185], [-1.36942, 0.80379, -0.05051], [-0.07904, 1.56630, -0.22790], [1.12343, 0.98793, -0.27905], [1.27016, -0.24920, 1.79897], [2.13653, -0.84391, -0.77364], [0.16368, -2.31446, -0.32826], [-0.15260, -1.11302, -1.57411], [-0.92457, -0.74572, 1.38959], [-2.04993, -1.25150, 0.14952], [-1.94214, 0.86231, -0.98578], [-1.98612, 1.30639, 0.70819], [-0.16085, 2.64964, -0.33084], [2.02294, 1.59159, -0.38051]]
}


Which of them is least stable? Easy: one.